Record 1
Formula: C36H90N6O16PbS
Source: the Open Molecules 2025 dataset
Level of theory: ωB97M-V with the def2-TZVPD basis set

Properties
Total charge = 0
Frontier orbital gap = 0.15443 Eh
2S+1 = 1

Atoms and positions in Å:
Pb1 -3.021 2.894 1.160
S1 -0.577 0.015 -0.508
O1 -0.291 -1.338 -1.003
O2 0.608 0.836 -0.662
O3 -1.665 0.720 -1.195
O4 -1.027 -0.038 0.904
C1 5.274 -2.892 -1.397
O5 5.051 -3.683 -0.205
C2 3.686 -4.168 -0.091
C3 3.304 -5.205 -1.227
N1 1.830 -5.371 -1.221
C4 1.328 -6.227 -2.345
C5 1.475 -7.726 -2.078
O6 0.993 -8.609 -3.113
C6 1.336 -9.983 -2.833
H1 6.319 -2.618 -1.544
H2 4.633 -2.021 -1.261
H3 4.950 -3.340 -2.336
H4 2.969 -3.347 -0.074
H5 3.485 -4.750 0.808
H6 3.804 -6.160 -1.064
H7 3.633 -4.923 -2.227
H8 1.312 -4.506 -1.169
H9 1.865 -6.023 -3.272
H10 0.298 -6.032 -2.642
H11 1.003 -7.955 -1.123
H12 2.516 -7.940 -1.838
H13 0.862 -10.645 -3.557
H14 0.930 -10.270 -1.863
H15 2.372 -10.322 -2.814
C7 -4.196 -2.473 -8.417
O7 -3.556 -1.956 -7.277
C8 -2.214 -2.307 -7.057
C9 -1.773 -1.815 -5.694
N2 -0.383 -2.039 -5.287
C10 0.528 -1.091 -6.029
C11 1.974 -0.900 -5.429
O8 2.810 -0.407 -6.488
C12 3.893 0.291 -6.052
H16 -5.109 -1.881 -8.474
H17 -4.414 -3.532 -8.283
H18 -3.639 -2.368 -9.348
H19 -1.605 -1.882 -7.855
H20 -2.085 -3.387 -7.126
H21 -2.308 -2.261 -4.856
H22 -2.095 -0.785 -5.538
H23 -0.214 -1.951 -4.295
H24 0.030 -0.121 -6.011
H25 0.649 -1.444 -7.054
H26 2.353 -1.798 -4.943
H27 1.818 -0.057 -4.755
H28 4.452 -0.134 -5.218
H29 3.641 1.246 -5.592
H30 4.613 0.398 -6.863
C13 -5.888 2.668 -1.293
O9 -6.013 2.656 0.077
C14 -6.908 1.726 0.629
C15 -6.992 1.870 2.186
N3 -5.660 1.556 2.773
C16 -5.614 1.942 4.131
C17 -5.542 3.442 4.460
O10 -4.631 4.006 3.604
C18 -4.544 5.405 3.792
H31 -5.406 1.762 -1.661
H32 -5.382 3.571 -1.636
H33 -6.896 2.626 -1.704
H34 -6.564 0.733 0.339
H35 -7.914 1.984 0.300
H36 -7.818 1.266 2.562
H37 -7.284 2.898 2.400
H38 -5.556 0.552 2.754
H39 -4.764 1.416 4.566
H40 -6.325 1.419 4.771
H41 -5.072 3.583 5.433
H42 -6.533 3.895 4.511
H43 -3.819 5.642 4.572
H44 -5.434 5.966 4.078
H45 -4.072 5.838 2.910
C19 5.980 3.501 -0.363
O11 7.314 3.886 -0.039
C20 7.325 4.975 0.867
C21 8.643 4.966 1.595
N4 8.810 3.858 2.468
C22 10.077 3.935 3.170
C23 10.375 2.513 3.727
O12 10.385 1.601 2.647
C24 10.370 0.254 2.973
H46 5.967 2.738 -1.142
H47 5.336 4.299 -0.732
H48 5.392 3.164 0.491
H49 6.664 4.882 1.729
H50 7.069 5.932 0.412
H51 8.561 5.882 2.181
H52 9.504 5.163 0.956
H53 8.883 3.028 1.897
H54 9.990 4.731 3.909
H55 10.891 4.162 2.481
H56 9.692 2.222 4.526
H57 11.382 2.416 4.131
H58 11.155 0.077 3.708
H59 10.685 -0.254 2.062
H60 9.456 -0.054 3.480
C25 -0.333 3.652 3.868
O13 -0.606 4.475 2.717
C26 0.605 4.900 2.073
C27 0.226 5.741 0.894
N5 -0.531 4.944 -0.043
C28 -0.945 5.761 -1.194
C29 -2.108 6.709 -0.752
O14 -3.033 5.917 -0.010
C30 -4.139 6.731 0.287
H61 0.227 4.313 4.530
H62 0.166 2.699 3.690
H63 -1.240 3.408 4.420
H64 1.302 4.137 1.730
H65 1.142 5.485 2.820
H66 1.150 6.190 0.530
H67 -0.277 6.619 1.300
H68 0.048 4.230 -0.461
H69 -1.275 5.124 -2.015
H70 -0.046 6.251 -1.568
H71 -2.651 7.088 -1.618
H72 -1.841 7.580 -0.153
H73 -3.799 7.582 0.878
H74 -4.842 6.136 0.870
H75 -4.564 7.135 -0.632
C31 -0.203 -5.925 4.236
O15 -1.529 -5.338 4.531
C32 -1.986 -4.651 3.405
C33 -3.367 -4.013 3.817
N6 -3.847 -3.078 2.800
C34 -4.438 -3.720 1.600
C35 -5.868 -4.167 1.915
O16 -6.600 -3.242 2.726
C36 -7.940 -3.705 2.959
H76 0.577 -5.165 4.284
H77 -0.045 -6.386 3.261
H78 0.039 -6.658 5.006
H79 -2.157 -5.324 2.564
H80 -1.216 -3.936 3.114
H81 -3.287 -3.559 4.805
H82 -4.102 -4.804 3.964
H83 -3.057 -2.567 2.434
H84 -3.857 -4.559 1.216
H85 -4.389 -3.020 0.766
H86 -5.804 -5.147 2.388
H87 -6.384 -4.331 0.969
H88 -8.566 -2.922 3.387
H89 -7.898 -4.518 3.683
H90 -8.416 -4.094 2.058

Record 2
Formula: C5H8O2
Source: the Open Molecules 2025 dataset
Level of theory: ωB97M-V with the def2-TZVPD basis set

Properties
Total charge = 0
Frontier orbital gap = 0.35091 Eh
2S+1 = 1
Relative energy (zero: lowest compared OMol25 entry of this formula, charge and spin) = 4.050 eV

Atoms and positions in Å:
O1 -2.576 -0.263 0.742
C1 -1.585 -0.877 0.152
C2 -0.824 0.015 -0.800
C3 0.590 0.104 -0.241
C4 1.706 -0.660 -0.801
O2 1.571 0.739 -1.046
C5 0.500 0.431 1.232
H1 -2.696 0.673 0.459
H2 -0.137 -0.362 1.665
H3 -1.242 1.039 -0.879
H4 -0.857 -0.441 -1.794
H5 2.537 -0.936 -0.151
H6 1.559 -1.306 -1.667
H7 -0.004 1.398 1.374
H8 1.456 0.444 1.757

Record 3
Formula: CH2ClO3S
Source: the Open Molecules 2025 dataset
Level of theory: ωB97M-V with the def2-TZVPD basis set

Properties
Total charge = -1
Frontier orbital gap = 0.26010 Eh
2S+1 = 1
Relative energy (zero: lowest compared OMol25 entry of this formula, charge and spin) = 1.743 eV

Atoms and positions in Å:
C1 -0.202 -0.426 0.153
O1 -3.066 0.547 -1.246
O2 -4.214 0.005 0.869
O3 -1.751 0.163 0.933
S1 -3.135 -0.350 -0.073
Cl1 -0.367 -2.100 -0.100
H1 -0.226 0.144 -0.762
H2 0.527 -0.162 0.899

Record 4
Formula: C9H15AsHgNS4
Source: the Open Molecules 2025 dataset
Level of theory: ωB97M-V with the def2-TZVPD basis set

Properties
Total charge = -2
Frontier orbital gap (spin up / spin down) = 0.19930 / 0.19873 Eh
2S+1 = 2
Relative energy (zero: lowest compared OMol25 entry of this formula, charge and spin) = 0.000 eV

Atoms and positions in Å:
Hg1 -1.130 -0.283 -1.576
C1 -0.473 -2.851 2.125
C2 -0.196 -1.372 2.119
C3 -1.233 -0.464 2.302
C4 -1.013 0.905 2.226
C5 -2.164 1.867 2.345
C6 0.272 1.361 1.962
C7 1.325 0.477 1.754
C8 2.693 0.985 1.384
C9 1.076 -0.887 1.848
H1 -0.642 -3.223 3.140
H2 0.360 -3.406 1.695
H3 -1.361 -3.071 1.531
H4 -2.246 -0.835 2.422
H5 -2.463 2.009 3.387
H6 -3.028 1.494 1.792
H7 -1.902 2.841 1.932
H8 0.442 2.426 1.840
H9 3.302 1.176 2.273
H10 2.620 1.914 0.819
H11 3.218 0.264 0.758
H12 1.877 -1.587 1.634
S1 -3.309 0.099 -6.279
As1 -1.341 0.043 -5.352
S2 -0.920 1.724 -4.093
S3 -0.859 -1.812 -4.413
S4 -0.597 0.244 -7.391
N1 2.205 0.036 -2.876
H13 1.571 0.836 -2.924
H14 1.597 -0.700 -2.528
H15 2.316 -0.211 -3.857

- total charge of number 4 (C9H15AsHgNS4)?
  -2